[1]
Below is a 2-piece molecular cluster, C33H39BN2O2S overall at a distorted geometry, with properties calculated with ωB97M-V/def2-TZVPD.

Summary:
E_LUMO: -0.1167 hartree

The geometry in XYZ format:
```
78
Properties=species:S:1:pos:R:3:forces:R:3:mulliken_charge:R:1
C -6.331757 -2.021586 -1.895381 -0.25 -0.01 0.79 -0.69
C -0.173363 4.967561 4.589369 -0.41 0.15 -1.35 0.47
H -1.488339 7.442141 2.702452 0.10 -0.16 -0.03 0.42
H -1.088386 1.420341 1.072687 -0.21 -0.03 -0.16 0.17
C 0.903609 2.679320 7.909183 -0.18 0.20 -0.27 -0.78
H 0.644947 3.875811 1.454530 -0.40 0.34 -0.04 0.25
H -0.621422 -6.152470 4.196533 -0.18 -0.09 -0.10 0.33
H -5.838364 2.919114 0.799838 -0.08 -0.14 -0.05 0.40
C 0.628826 3.051438 5.568667 -0.31 0.97 1.32 0.25
C 0.987873 -4.889891 2.318585 -0.32 -0.14 -0.09 -1.12
H 1.328297 0.947367 4.200103 -0.57 0.05 -0.22 0.41
N 0.756699 2.909489 4.159535 0.37 -2.52 -1.68 0.41
O -3.245559 0.423612 0.037873 0.34 1.54 0.49 -0.76
C -5.100736 -1.437156 -1.417198 -0.93 -0.49 0.38 -1.18
C -0.834412 6.158387 4.299378 0.34 -0.53 -0.05 -0.60
S -6.617226 -1.699267 0.639635 0.23 -0.29 -1.05 -0.24
N -0.447048 -4.944808 2.481285 0.78 -0.82 0.35 0.12
H -4.111100 2.837575 -0.740331 0.23 -0.04 0.08 0.46
C -0.910904 -6.148995 3.131303 0.13 0.23 -0.03 -1.13
H 2.358800 2.650201 2.017646 -0.22 -0.08 0.26 0.49
H -4.448443 3.265583 2.888720 0.02 0.01 0.07 0.28
H -0.432901 -7.020277 2.658561 -0.17 0.06 0.09 0.35
H -8.683822 -3.772458 -0.439733 -0.11 0.16 -0.18 0.25
H -3.171197 3.742520 0.476246 -0.07 -0.03 -0.07 0.26
H -5.849248 1.329266 -0.027699 0.02 0.11 0.28 0.34
C -0.829454 -2.951070 1.157431 -0.13 -0.26 0.22 -0.68
H -5.447071 1.990708 3.609563 0.14 -0.02 -0.07 0.50
C 1.108394 1.779582 3.528883 0.73 2.89 1.85 0.45
H 1.317962 -5.595630 1.536293 0.11 0.22 0.09 0.30
H -2.332506 2.773696 -0.750747 -0.11 -0.06 0.05 0.40
H 1.472291 -5.188773 3.260145 0.02 0.07 -0.12 0.34
H -2.992832 -4.570311 3.265860 0.08 0.12 -0.14 0.24
C -2.609723 -3.840460 2.556566 0.30 0.21 -0.25 -0.75
C -7.254154 -2.251671 -0.899282 1.19 0.58 -0.08 0.55
H -8.793136 -3.055071 -2.073976 -0.18 -0.06 0.14 0.34
C -2.951336 -1.808934 1.285935 -0.48 1.55 -0.25 -0.06
C 0.245760 3.893616 8.185647 0.09 -0.31 -0.30 -0.63
H -4.470290 -2.781237 2.463591 0.14 0.14 0.06 0.33
C 0.311681 4.123386 3.558479 -0.56 1.44 0.26 0.58
O -4.587614 0.052721 2.006052 0.61 1.42 0.54 -0.92
C 0.053927 4.311799 5.840727 0.12 -0.97 0.94 0.63
H -1.283394 -1.163215 0.065252 -0.18 0.02 0.12 0.38
H 0.079554 4.191781 9.218791 0.07 -0.11 -0.22 0.39
H -9.366890 -2.140034 -0.651012 0.00 -0.24 -0.12 0.26
C -0.192793 4.721246 7.148525 0.18 -0.30 -0.35 -0.45
H -1.848836 2.585503 2.173720 -0.01 0.02 0.09 0.31
C 0.214612 4.501929 2.229816 0.05 0.00 -0.09 -0.29
H 0.159412 -3.028984 0.710409 -0.16 -0.07 0.06 0.33
H 1.261351 2.073394 8.742508 -0.11 0.12 -0.33 0.38
H -6.536935 -2.256323 -2.935503 0.02 -0.02 0.06 0.30
B -3.930009 -0.537700 0.866428 -0.59 -3.75 -1.02 1.96
H 1.014791 1.713069 1.339538 -0.04 -0.02 0.40 0.34
C -0.433869 5.715404 1.940707 0.07 0.01 0.24 -0.78
C -3.433799 -2.797686 2.135072 0.77 -0.54 0.04 -1.12
H -1.997097 -6.247440 3.049332 0.34 -0.07 -0.01 0.30
H -2.017113 0.831236 2.463736 -0.06 0.07 -0.24 0.38
H -0.721082 5.662439 7.308021 0.29 -0.27 0.21 0.39
H -0.530081 6.036730 0.901914 0.04 -0.18 0.34 0.43
C -8.605348 -2.841318 -1.018252 -0.32 -0.09 0.03 -1.20
C -1.975233 1.610253 1.688719 0.26 0.03 0.50 -1.71
H -1.244288 6.735501 5.127886 0.06 0.05 -0.39 0.40
C -3.233359 1.601464 0.818548 -0.63 -0.08 0.06 1.80
H 2.318430 0.865594 2.166008 -0.11 0.31 -0.28 0.36
C -4.521722 2.185226 3.056889 0.07 0.20 -0.11 -1.98
C -3.219161 2.813048 -0.106532 -0.09 0.12 0.12 -2.08
C -5.093739 -1.233991 -0.058237 -0.07 0.37 -0.69 0.28
C -1.280174 -3.931314 2.075846 -0.70 0.95 -0.37 1.71
H -4.276798 -1.207863 -2.083655 0.04 0.09 0.23 0.48
H 1.605258 1.308636 6.338241 -0.11 0.16 0.39 0.36
C 1.711398 1.781629 2.190040 0.07 -0.97 -0.77 -1.47
C -1.656707 -1.894205 0.779738 -0.04 -0.76 0.62 -0.83
H 1.311551 -3.878547 2.054911 -0.02 -0.30 0.13 0.31
C -0.967048 6.524227 2.958191 0.22 -0.34 -0.09 -0.75
C 1.096325 2.240670 6.584810 -0.04 -0.07 0.10 -0.63
C -4.562416 1.441921 1.726949 0.54 -0.04 0.01 1.87
C -5.812060 1.830568 0.949125 -0.14 0.35 -0.23 -1.96
H -3.674683 1.856099 3.666901 -0.15 0.02 -0.06 0.32
H -6.704783 1.545427 1.519558 0.22 -0.03 -0.10 0.40
```
Positions in Å, forces in eV/Å.



[2]
Below is one molecule with the formula C4H7NS2 at a distorted geometry, with properties calculated with ωB97M-V/def2-TZVPD.

Summary:
E_LUMO: -0.0151 hartree

The geometry in XYZ format:
```
14
Properties=species:S:1:pos:R:3:forces:R:3:nbo_charge:R:1
H -1.717299 1.212390 -0.756686 0.62 0.26 0.22 0.18
C 0.358915 0.193870 1.679595 3.38 -0.77 0.77 -0.63
H 0.131668 -0.074731 2.729670 -0.04 0.60 -0.46 0.23
S -0.745204 1.838448 -2.715304 1.00 -0.16 -0.24 0.03
H 0.470252 1.278823 1.483020 -0.50 -0.60 0.37 0.23
H -1.598372 -0.118289 0.769509 -0.08 0.06 0.75 0.21
C -0.797718 1.005280 -1.336810 -2.19 -1.61 1.61 -0.13
C -0.575873 -0.494107 0.758226 -0.78 2.17 -3.00 -0.20
S 1.402095 -0.855506 -2.716418 0.34 -0.08 -0.78 0.07
H -0.650714 -1.549421 0.842720 0.34 -0.95 -0.01 0.22
C 0.918599 -0.791466 -1.204534 -0.01 -0.08 2.04 -0.15
N -0.230903 -0.123160 -0.715463 1.90 -0.44 -0.08 -0.46
H 1.491408 -0.218473 1.547885 -2.61 0.79 0.14 0.21
H 1.543146 -1.303656 -0.365409 -1.35 0.81 -1.33 0.20
```
Positions in Å, forces in eV/Å.



[3]
Below is a 2-piece molecular cluster, C22H27BN3 overall at a distorted geometry, with properties calculated with ωB97M-V/def2-TZVPD.

Summary:
E_LUMO: -0.1520 hartree
total charge: +1

The geometry in XYZ format:
```
53
Properties=species:S:1:pos:R:3:forces:R:3:nbo_charge:R:1
H -3.866233 3.358868 0.566535 1.05 0.11 0.01 0.41
H 5.010090 -0.509295 -2.946089 0.21 0.17 0.22 0.22
C -1.987996 4.171412 -0.143529 -0.27 -1.09 -0.06 0.13
C -2.352522 -5.745603 2.087203 -0.29 0.73 0.87 -0.45
H 1.071801 -2.142235 0.254792 -0.26 -0.20 0.16 0.25
H 2.818842 1.006386 1.790081 0.03 -0.20 -0.67 0.22
H -2.839760 -6.687782 1.835491 0.06 0.22 0.15 0.28
H 6.021197 0.272293 -1.664555 -0.34 -0.25 -0.12 0.22
H -2.757651 1.501749 3.007089 -0.09 -0.24 -0.53 0.24
C -1.341079 5.623519 -1.938393 -0.33 -0.64 0.69 -0.22
H -1.756727 -5.797543 3.007282 0.16 -0.74 -0.07 0.24
H -1.592001 6.390658 -2.683217 0.16 -0.56 0.27 0.22
H -2.238063 0.265916 1.826945 -0.04 0.36 0.03 0.21
H 0.353367 1.054763 1.855430 -0.07 -0.41 -0.27 0.22
C 2.651736 0.841851 -2.073510 -0.46 -0.13 0.13 -0.23
C 0.003768 5.194956 -1.755816 -0.21 0.02 0.49 -0.23
C 0.180395 1.331476 0.805372 1.27 -0.57 0.47 -0.44
C -1.177304 -3.874316 1.098178 0.03 -2.71 -1.07 0.16
H 4.809984 0.350261 0.452930 0.03 0.27 0.02 0.21
H -1.221663 -6.876475 -0.236262 0.00 0.20 -0.02 0.26
C 3.896602 0.627490 -0.063853 0.04 -0.24 -0.11 -0.21
C -2.768256 1.225924 1.931691 -0.17 -0.11 0.24 -0.65
C 2.760932 0.937007 0.689101 -0.52 0.16 0.23 -0.22
C 0.333792 -2.513027 -0.461482 0.49 1.05 -0.27 -0.43
C -2.353854 5.049119 -1.145498 0.54 1.19 -0.30 -0.23
C -0.656923 3.720614 0.046388 -1.03 -0.44 -0.49 -0.09
H 5.322861 1.230828 -2.941224 -0.27 -0.21 0.17 0.23
H 0.274378 -5.043809 -1.601044 0.10 0.30 -0.16 0.26
H -0.704752 -3.485104 3.342417 -0.86 -0.84 0.04 0.02
H -2.724697 -3.077084 2.780735 0.56 -0.85 0.11 0.01
H -3.068314 -4.938678 2.281301 -0.90 -0.64 0.11 0.26
N -2.839758 3.297534 0.540114 -0.77 0.91 0.02 -0.52
C 1.498368 1.163042 -1.342348 0.64 -0.39 -0.12 -0.17
C 1.533377 1.193767 0.061036 -0.52 0.60 -0.31 -0.03
H 0.744345 5.586590 -2.465735 -0.13 -0.19 0.61 0.22
H -0.436209 0.613333 0.270542 0.05 -0.87 0.49 0.20
C 5.122500 0.365880 -2.289887 0.15 0.00 -0.09 -0.63
B -1.658121 -3.639984 2.597814 1.09 4.20 -0.11 0.28
C -2.123698 2.302983 1.123658 2.59 0.20 -0.80 0.19
C 3.876230 0.574135 -1.464111 -0.22 0.56 0.69 -0.02
H 1.365253 3.924978 -0.610011 0.00 0.15 -0.21 0.22
H 2.601841 0.719897 -3.147473 -0.14 0.32 -0.15 0.21
N -0.368051 -3.707297 0.001537 -0.57 -0.44 0.80 -0.28
C -1.053277 -5.826738 -0.039644 0.87 -0.06 -1.01 -0.04
H 0.892479 -2.719070 -1.380560 -0.25 -0.37 0.26 0.24
C -0.743967 2.495164 0.778886 -2.07 0.41 0.55 -0.11
N -1.574164 -5.191772 1.027403 0.70 0.81 -0.97 -0.29
H 0.567624 1.370240 -1.878419 0.24 -0.08 0.22 0.21
H -3.813631 1.045339 1.622330 0.39 0.19 0.16 0.22
H -0.335636 -1.685803 -0.718582 -0.15 -0.32 0.29 0.24
C -0.296548 -4.906301 -0.705512 -0.69 -0.21 0.86 -0.03
H -3.411194 5.277026 -1.246980 0.16 0.21 -0.28 0.21
C 0.350285 4.282918 -0.738549 0.02 0.68 -1.17 -0.20
```
Positions in Å, forces in eV/Å.



How do the records compare in ΔE to the lowest compared entry with this formula, charge and spin? In the order shown, they have 3.044 1.576 2.388 eV.
How do the records compare in Kohn-Sham gap? In the order shown, they have 2.4261 7.5882 4.8995 eV.